1.
ORCA calculation (the ωB97M-V functional and the def2-TZVPD basis) on the molecule C5H5NO2 at a distorted geometry.

For the strongest force on any atom, the calculation gives 6.3 eV/Å. The value obtained for the gap between HOMO and LUMO is 9.92 eV. As for the spin multiplicity: 1. The total energy is -10848.029 eV. As for the SMILES: O=CCc1ncco1.

```
13
Properties=species:S:1:pos:R:3:forces:R:3:mulliken_charge:R:1
O -0.91981 1.94975 0.79548 -3.3 -1.7 -1.6 -0.4907
C -1.87991 1.29466 0.30132 2.7 3.7 4.3 -0.0413
C -1.66134 0.14691 -0.55230 2.0 -2.9 3.2 -0.3125
C -0.17724 -0.55416 -0.08461 -0.1 -1.4 -0.4 0.4911
N -0.00417 -1.73158 0.43792 -4.7 -0.7 -0.6 -0.5576
C 1.24068 -1.92686 0.86252 1.1 -0.2 2.4 -0.1907
C 1.87870 -0.74143 0.65711 1.5 -1.7 -0.4 -0.1495
O 1.07744 -0.00712 -0.12216 -0.8 3.3 0.1 -0.2700
H -2.93687 1.59781 0.60669 0.9 -0.3 -0.7 0.3234
H -1.55942 0.70671 -1.42532 -0.2 -0.3 -2.6 0.2511
H -2.56471 -0.52377 -0.29080 1.8 0.4 -1.5 0.3218
H 1.46194 -2.81823 1.54993 0.0 1.6 -1.5 0.2935
H 2.90536 -0.44460 0.93018 -0.9 0.2 -0.7 0.3314
```
Positions in Å, forces in eV/Å.

---

2.
ORCA calculation (the ωB97M-V functional and the def2-TZVPD basis) on a 6-piece molecular cluster, C34H48Br2F12N7O9 overall at a distorted geometry.

For the strongest force on any atom, the calculation gives 2.3 eV/Å. The value obtained for the gap between HOMO and LUMO is 4.49 eV. As for the spin multiplicity: 1. The total energy is -237578.581 eV. Its net charge is +1.

```
112
Properties=species:S:1:pos:R:3:forces:R:3:mulliken_charge:R:1
C -1.99578 3.09158 9.91280 0.5 -0.5 -0.5 -0.9190
C -1.35755 2.27653 9.00820 -0.6 0.3 0.9 -0.2951
C -1.47570 0.75132 9.15285 1.8 1.2 0.9 -0.6515
C -2.34565 0.26647 8.02408 0.1 -0.2 -1.0 0.4498
C -1.87574 0.26733 6.69411 -0.7 -0.4 1.0 0.8575
C -0.49022 0.68821 6.29314 -0.1 0.0 0.1 -0.6327
C 0.62205 -0.19853 6.91474 -0.1 -0.5 0.2 -0.4790
O 0.11594 -1.44696 7.34887 -0.4 0.1 -0.2 -0.5556
C 1.83092 -0.44328 5.96040 0.6 0.2 0.9 0.7274
F 1.94947 -1.71732 5.62109 -0.2 0.1 -0.4 -0.2216
F 1.81565 0.33854 4.88213 -0.1 -0.2 -0.2 -0.2328
F 2.95881 -0.13126 6.64944 -0.1 0.0 -0.1 -0.3231
C -2.81751 -0.18229 5.74456 1.3 -0.3 -1.0 0.2741
C -2.43170 -0.24335 4.25971 -0.1 0.7 0.2 -0.2408
O -2.82627 0.62256 3.54055 -0.1 -0.1 -0.1 -0.4677
C -1.56942 -1.40756 3.73890 -0.2 -0.5 -0.4 0.8771
F -0.39442 -1.51750 4.38946 -0.1 0.2 0.2 -0.1436
F -2.25756 -2.54638 3.98521 -0.2 0.1 0.1 -0.3657
C -1.26962 -1.34644 2.21756 0.4 -0.8 -0.2 0.4780
F -0.73772 -2.54438 1.89720 0.0 0.1 0.2 -0.2937
F -2.41109 -1.24009 1.52701 -0.1 0.4 0.3 -0.2942
C -0.22268 -0.26182 1.82993 0.2 1.1 -0.6 1.1398
F -0.20572 0.74601 2.75148 -0.2 -0.3 0.3 -0.3391
F 1.01165 -0.78536 1.80962 -0.1 -0.3 0.2 -0.3119
C -0.49807 0.34067 0.43180 -0.2 0.3 -1.5 0.2023
O -0.66604 -0.37588 -0.50412 -0.1 -0.7 0.5 -0.5029
O -0.58564 1.67280 0.29744 -0.2 0.1 0.9 -0.5518
N -4.04405 -0.56142 5.94959 -0.2 -0.1 0.5 -1.1702
N -4.45442 -0.56908 7.20774 0.4 -0.1 -0.5 1.1501
C -5.82752 -1.00772 7.33394 -1.0 0.4 0.2 -0.4348
Br -7.05831 0.42086 7.21542 0.4 -0.2 0.0 0.0147
C -6.13546 -2.28176 7.53069 0.2 -0.3 -0.2 0.5680
C -5.11099 -3.38034 7.63821 -0.4 0.5 0.1 -1.2200
Br -7.92943 -2.80620 7.70895 0.3 0.1 0.0 -0.0685
C -3.66063 -0.19981 8.20840 -0.1 0.4 1.2 0.1082
C -4.17185 -0.26644 9.66983 -0.2 -0.4 0.1 0.7816
F -3.35848 -1.11190 10.32583 0.0 0.2 0.0 -0.2393
F -4.11351 0.94343 10.21775 0.1 0.0 0.0 -0.2165
F -5.40600 -0.71625 9.84412 0.1 0.1 -0.2 -0.2068
H -1.71107 3.04661 10.96450 -1.5 -1.2 0.3 0.3049
H -2.77446 3.79253 9.62225 1.4 1.4 -0.2 0.2779
H -0.73426 2.72696 8.24185 -1.3 -0.1 -1.1 0.3932
H -0.48336 0.30375 9.12590 -0.2 -0.5 -0.2 0.1158
H -1.87343 0.58586 10.14453 -0.1 -0.3 -0.1 0.7063
H -0.35095 1.69898 6.67060 0.0 0.1 -0.1 0.3762
H -0.40804 0.76471 5.21289 0.0 -0.1 0.0 0.1054
H 1.03265 0.30075 7.79030 0.2 0.3 -0.2 0.6286
H 0.35535 -1.59504 8.26812 0.2 -0.1 -0.1 0.4031
H 0.29772 2.08025 0.39250 0.2 -0.3 -0.1 0.4088
H -4.13273 -3.00541 7.34458 0.1 -0.2 0.0 0.2687
H -5.41950 -4.20114 6.99568 0.2 -0.1 0.0 0.4638
H -5.07997 -3.71646 8.67525 0.0 -0.2 0.0 0.3235
C 1.50146 1.64613 -1.84285 0.0 0.0 -0.2 0.3042
O 1.85634 1.36261 -0.69337 0.1 0.2 0.2 -0.8457
N 2.28481 1.55954 -2.90857 0.0 0.1 0.0 0.3299
C 1.82180 1.90126 -4.24015 0.1 -0.1 0.1 -1.0062
C 3.66177 1.09991 -2.73592 -0.3 0.4 0.0 -0.8812
H 0.48234 1.99499 -2.06668 0.0 0.0 0.0 0.1856
H 1.90736 1.03217 -4.89429 0.0 0.0 -0.1 0.3214
H 2.43196 2.70860 -4.64684 0.0 0.0 -0.1 0.3215
H 0.78140 2.22209 -4.20654 0.0 0.0 0.0 0.3391
H 3.66220 0.10796 -2.30344 -0.1 0.2 -0.4 0.1872
H 4.18074 1.77629 -2.05191 0.0 0.0 0.0 0.3648
H 4.16916 1.08465 -3.69777 -0.1 -0.1 0.1 0.3936
C 4.77172 -0.51708 -6.42001 0.0 0.1 -0.1 -0.0750
O 4.86620 0.25199 -5.47467 0.0 0.0 -0.1 -0.6124
N 4.41212 -1.80318 -6.31184 0.1 -0.1 -0.1 0.2063
C 4.30272 -2.66746 -7.46883 0.0 -0.1 0.2 -0.9247
C 4.11821 -2.33502 -4.99032 0.1 0.2 -0.1 -0.9440
H 4.97107 -0.20523 -7.45633 0.0 0.0 0.0 0.3480
H 3.27926 -3.03628 -7.55091 0.0 0.0 -0.2 0.2844
H 4.98230 -3.51750 -7.36997 0.0 0.0 0.0 0.3807
H 4.54680 -2.11617 -8.37259 -0.1 0.0 0.0 0.2980
H 3.29833 -1.77600 -4.53628 0.0 0.0 0.1 0.1944
H 4.98741 -2.23652 -4.34164 -0.1 0.0 0.1 0.3399
H 3.84050 -3.38322 -5.07476 0.0 0.0 -0.1 0.4410
C 1.50268 0.28450 -8.31130 0.1 0.1 0.0 0.0767
O 2.33350 -0.50682 -8.72546 0.0 -0.1 0.0 -0.6029
N 0.28121 -0.04625 -7.86624 0.0 0.1 0.1 0.2027
C -0.66953 0.94588 -7.38551 0.0 -0.3 -0.1 -1.1607
C -0.10270 -1.44667 -7.86667 0.2 0.0 -0.1 -0.9523
H 1.69904 1.36943 -8.26842 0.0 0.0 0.0 0.3296
H -0.92258 0.73284 -6.34368 0.0 0.1 0.0 0.2550
H -1.57880 0.91384 -7.98674 0.1 0.1 0.2 0.6953
H -0.23397 1.94199 -7.44869 0.1 0.0 0.0 0.3119
H 0.58524 -2.02166 -7.24437 0.0 -0.1 0.0 0.2372
H -0.05797 -1.84555 -8.88060 0.0 -0.1 0.0 0.3064
H -1.11377 -1.54672 -7.48080 0.0 0.1 0.0 0.3828
C -4.40609 1.71674 -9.27043 0.0 -0.1 0.0 0.1388
O -3.49249 1.37609 -8.53794 -0.2 0.1 -0.1 -0.6292
N -4.45388 2.88081 -9.93760 -0.1 0.0 -0.1 0.0938
C -5.56774 3.23415 -10.79671 0.2 0.1 0.1 -0.9081
C -3.34831 3.81331 -9.78959 0.0 -0.2 0.1 -0.8856
H -5.28641 1.07753 -9.44609 0.0 0.0 0.0 0.2477
H -5.21592 3.39316 -11.81746 -0.1 0.0 0.0 0.3372
H -6.03975 4.15054 -10.43802 -0.1 0.0 -0.1 0.3353
H -6.30626 2.43561 -10.79950 0.0 0.0 0.0 0.2884
H -2.41946 3.34372 -10.11481 0.0 0.1 0.0 0.2723
H -3.23850 4.09665 -8.74234 0.0 0.0 0.0 0.2809
H -3.53574 4.70043 -10.38857 0.0 0.0 0.0 0.3697
C 4.96940 -0.93930 -0.83581 0.0 -0.2 0.0 0.5247
O 5.10597 -1.22229 -2.01505 0.3 -0.4 0.4 -0.7187
N 5.82377 -1.29151 0.14073 0.0 0.0 0.1 0.1530
C 5.60006 -0.92416 1.52369 0.2 -0.1 -0.1 -0.9428
C 7.00502 -2.06337 -0.20958 -0.1 0.1 -0.1 -0.9837
H 4.10659 -0.35774 -0.46750 0.0 0.0 0.0 -0.0064
H 6.43023 -0.31576 1.88874 0.0 0.0 0.1 0.3622
H 5.52120 -1.82165 2.14135 0.0 0.1 0.1 0.3468
H 4.67819 -0.35234 1.61246 0.0 0.0 0.0 0.2852
H 7.61320 -1.50874 -0.92445 0.0 -0.1 0.0 0.2874
H 6.71012 -3.00515 -0.67314 0.1 0.0 0.0 0.2891
H 7.58880 -2.26544 0.68497 0.0 0.0 0.0 0.4029
```
Positions in Å, forces in eV/Å.

---

- Look up the gap between HOMO and LUMO of the second one.
  4.49 eV

---

- Look up the gap between HOMO and LUMO of the first one.
  9.92 eV